Entry 1:
7 unconnected molecules or ions with the total composition C21H30O21, computed with ωB97M-V/def2-TZVPD.

Geometry as ORCA input:
```
! wB97M-V def2-TZVPD RIJCOSX def2/J DEFGRID3
* xyz 0 1
C -2.9556 14.0884 -7.3825
O -4.2765 13.7602 -6.8072
C -4.3147 13.0114 -5.7081
O -3.3857 12.3697 -5.1476
O -5.5643 13.1518 -5.2895
C -5.9571 12.8794 -3.9308
H -2.3606 13.1775 -7.4496
H -2.3150 14.7219 -6.7690
H -2.9677 14.4594 -8.4073
H -5.4279 13.4365 -3.1577
H -5.7743 11.8490 -3.6261
H -7.0097 13.0712 -3.7225
O -2.1780 19.7768 -13.0092
C -0.9609 19.7974 -12.9822
O -0.2103 18.7025 -13.1063
C 1.0812 18.9237 -12.6625
C 1.2224 20.4400 -12.7854
O -0.1577 20.8833 -12.7406
H 1.0711 18.5728 -11.6306
H 1.9048 18.5180 -13.2500
H 1.6227 20.6279 -13.7817
H 1.7928 20.8200 -11.9378
O -2.1244 12.6406 -18.0148
C -1.1475 12.5281 -17.2563
O -0.0680 11.6884 -17.5138
C 0.8186 11.7817 -16.4779
C 0.3167 12.8957 -15.5300
O -0.9786 13.1160 -16.0616
H 1.0124 10.8851 -15.8891
H 1.7559 12.0696 -16.9540
H 1.0172 13.7113 -15.7097
H 0.3186 12.4682 -14.5274
O 3.3519 16.9761 -18.9373
C 4.0742 16.3706 -19.6745
O 3.7371 15.9165 -20.9044
C 4.7684 15.1048 -21.3111
C 5.9458 15.3071 -20.3962
O 5.3740 16.0985 -19.3954
H 4.4656 14.1184 -20.9598
H 4.9080 15.1253 -22.3920
H 6.6902 15.8767 -20.9526
H 6.4028 14.3869 -20.0322
O 6.5207 11.2102 -13.4728
C 7.0785 12.2665 -13.1944
O 7.8614 12.5031 -12.1896
C 8.1569 13.8569 -12.0271
C 7.3087 14.4650 -13.0906
O 6.6840 13.4022 -13.6656
H 7.8188 14.2643 -11.0743
H 9.2166 13.9996 -12.2389
H 7.9468 14.8537 -13.8842
H 6.5566 15.1432 -12.6875
O -8.1717 15.2457 -13.5610
C -8.1971 14.2791 -14.4048
O -8.1586 13.0695 -14.0893
C -8.0844 12.2354 -15.2033
C -8.4282 13.1576 -16.3142
O -8.3766 14.4862 -15.7872
H -7.0348 11.9843 -15.3560
H -8.6809 11.3416 -15.0204
H -9.4360 12.9720 -16.6857
H -7.7680 13.2130 -17.1797
O -1.2878 4.8256 -24.8050
C -1.1972 5.8723 -24.1930
O -1.5532 7.0379 -24.6143
C -1.6642 7.9465 -23.5213
C -0.9587 7.2788 -22.3991
O -0.6611 6.0078 -22.8968
H -1.0342 8.7405 -23.9222
H -2.6868 8.2883 -23.3616
H -1.5521 7.2153 -21.4870
H -0.0284 7.8389 -22.3041
*
```

energy	-65256.5943	eV
HOMO level	-10.2	eV
strongest force on any atom	9.40	eV/A
energy above the lowest of the compared OMol25 structures with the same formula, charge and spin	105.35	kcal/mol
SMILES	COC(=O)OC.O=C1OCCO1.O=C1OCCO1.O=C1OCCO1.O=C1OCCO1.O=C1OCCO1.O=C1OCCO1
lowest unoccupied orbital energy	-0.17	eV



Entry 2:
A single C4H9NO molecule, computed with ωB97M-V/def2-TZVPD.

Geometry as ORCA input:
```
! wB97M-V def2-TZVPD RIJCOSX def2/J DEFGRID3
* xyz 0 1
C -2.2296 0.6132 -0.1588
C -1.0177 -0.3002 -0.0959
N 0.0491 0.1381 0.8161
C 1.1117 -0.7080 0.4356
C 2.3362 -0.0414 -0.1291
O 1.0063 -1.9113 0.5257
H -2.9758 0.1659 -0.8231
H -2.0051 1.6200 -0.5310
H -2.6888 0.7172 0.8316
H -1.3053 -1.2972 0.2311
H -0.4753 -0.4778 -1.0611
H 0.2602 1.1248 0.6766
H 2.1084 0.7920 -0.8053
H 2.9471 -0.7812 -0.6471
H 2.8786 0.3460 0.7348
*
```

energy	-7831.3486	eV
HOMO level	-9.6	eV
strongest force on any atom	1.29	eV/A
energy above the lowest of the compared OMol25 structures with the same formula, charge and spin	22.40	kcal/mol
SMILES	CCNC(C)=O
lowest unoccupied orbital energy	0.90	eV



Entry 3:
A molecular structure, C30H79IN3O14PS, computed with ωB97M-V/def2-TZVPD.

Geometry as ORCA input:
```
! wB97M-V def2-TZVPD RIJCOSX def2/J DEFGRID3
* xyz 0 1
C 2.7838 5.3116 -0.2338
C 2.9742 4.4865 -1.4957
C 1.7375 4.0717 -2.3436
I -0.0067 5.2813 -2.0464
C 1.4566 2.5880 -2.3012
C 0.8960 1.8701 -1.1698
P 0.4005 2.6985 0.4023
C 0.7320 1.4173 1.7075
C -0.3920 0.4235 1.9945
C -1.4260 2.7576 0.3104
C -2.0205 3.4022 1.5824
C 0.7645 0.5182 -1.1907
C 1.1801 -0.2301 -2.3117
N 1.1444 -1.5552 -2.4597
S 1.7755 -1.8419 -3.9140
N 2.0945 -0.3566 -4.4054
C 1.7130 0.4670 -3.4247
C 1.8367 1.8886 -3.4162
N 2.3866 2.5474 -4.5582
C 1.5545 2.7735 -5.5225
C 0.8607 1.7008 -6.3187
C 1.2110 4.1778 -5.9147
H 2.3717 6.2937 -0.4556
H 3.7728 5.4983 0.1918
H 2.2030 4.8073 0.5310
H 3.5887 5.0969 -2.1612
H 3.5465 3.5795 -1.3059
H 2.0079 4.2509 -3.3735
H 1.6414 0.9122 1.3871
H 0.9173 1.9905 2.6140
H -0.0211 -0.4560 2.5236
H -0.8845 0.0655 1.0923
H -1.1744 0.8662 2.6085
H -1.8518 1.7603 0.1870
H -1.7475 3.3075 -0.5700
H -2.8052 2.7514 1.9636
H -2.5038 4.3424 1.3283
H -1.2945 3.5154 2.3832
H 0.3783 -0.0095 -0.3355
H 0.0852 1.2477 -5.6913
H 0.3479 2.1343 -7.1719
H 1.5509 0.9138 -6.5950
H 0.3051 4.4071 -5.3458
H 1.0393 4.3027 -6.9815
H 1.9763 4.8785 -5.5838
C -2.8731 -2.4513 0.4313
O -2.6385 -1.4060 -0.5144
H -3.8385 -2.2639 0.8935
H -2.8957 -3.4270 -0.0538
H -2.1050 -2.4546 1.2078
H -1.7838 -1.5728 -0.9229
C 6.0227 4.3845 -4.8838
O 5.9711 3.0080 -4.5426
H 7.0389 4.7287 -4.7071
H 5.7757 4.5446 -5.9382
H 5.3379 4.9728 -4.2652
H 5.0692 2.7090 -4.6998
C 5.4418 -3.6974 -3.2003
O 5.0201 -3.1770 -1.9412
H 6.2347 -4.4193 -3.0303
H 4.6097 -4.1990 -3.7032
H 5.8240 -2.8955 -3.8370
H 4.3218 -2.5409 -2.1189
C -3.4614 -5.9638 2.8099
O -2.7089 -4.9999 2.0644
H -4.4802 -5.9421 2.4328
H -3.0550 -6.9638 2.6812
H -3.4656 -5.7067 3.8718
H -1.8081 -5.0162 2.3964
C -3.4333 2.5705 4.8496
O -2.0745 2.2024 4.6122
H -3.6771 3.4229 4.2181
H -4.1066 1.7436 4.6040
H -3.5423 2.8415 5.8964
H -1.8833 1.4516 5.1834
C 4.4607 -0.8977 1.0788
O 3.0591 -1.1295 1.2043
H 4.6018 0.1737 0.9562
H 4.9968 -1.2245 1.9734
H 4.8718 -1.4120 0.2065
H 2.9262 -2.0749 1.3112
C -3.7030 -9.5524 5.1204
O -2.9215 -8.6109 4.3833
H -4.7193 -9.5133 4.7408
H -3.3056 -10.5630 4.9924
H -3.7139 -9.2972 6.1833
H -2.0262 -8.6467 4.7297
C 0.4479 3.3354 5.9717
O 0.3900 2.1459 6.7672
H -0.5627 3.5410 5.6422
H 0.8202 4.1801 6.5576
H 1.0857 3.1879 5.0967
H 1.2796 1.9449 7.0675
C -6.8873 -6.8379 4.0169
O -6.7459 -8.2455 4.2390
H -5.9118 -6.3759 4.1318
H -7.2606 -6.6452 3.0124
H -7.5720 -6.4066 4.7512
H -7.6171 -8.6354 4.1335
C -3.9400 1.1855 8.6247
O -3.2035 2.0734 7.7896
H -4.9843 1.2515 8.3297
H -3.6011 0.1537 8.5009
H -3.8510 1.4663 9.6770
H -2.2763 2.0180 8.0461
C 4.4405 1.6698 -7.7171
O 3.2569 1.9153 -8.4755
H 4.9350 0.8086 -8.1579
H 5.1204 2.5248 -7.7541
H 4.2017 1.4449 -6.6733
H 2.8215 2.6785 -8.0876
C 1.2490 9.6798 -0.5243
O 0.3848 9.0877 0.4365
H 1.3110 10.7410 -0.2962
H 2.2534 9.2492 -0.4749
H 0.8585 9.5585 -1.5387
H 0.3302 8.1488 0.2365
C -10.2975 -4.8925 2.1679
O -8.8803 -5.0224 2.1243
H -10.6431 -5.4062 3.0614
H -10.5979 -3.8434 2.2260
H -10.7653 -5.3515 1.2933
H -8.5670 -4.5699 1.3365
C 5.8461 -6.5403 -6.4236
O 6.0450 -6.5342 -5.0143
H 6.8187 -6.4045 -6.8891
H 5.4229 -7.4900 -6.7611
H 5.1886 -5.7242 -6.7358
H 5.1872 -6.6540 -4.5986
*
```

energy	-93742.9783	eV
HOMO level	-7.8	eV
strongest force on any atom	2.39	eV/A
energy above the lowest of the compared OMol25 structures with the same formula, charge and spin	0.00	kcal/mol
lowest unoccupied orbital energy	-0.61	eV



Entry 4:
A single C4H7NO2 molecule, computed with ωB97M-V/def2-TZVPD.

Geometry as ORCA input:
```
! wB97M-V def2-TZVPD RIJCOSX def2/J DEFGRID3
* xyz 0 1
C -1.0074 1.2539 -0.2073
C -0.0243 0.1401 -0.1163
C -0.7689 -1.2650 -0.0782
C 1.0574 0.1438 0.8601
N 2.0271 0.0556 0.0305
O 3.2137 -0.1093 -0.0574
O 1.0003 0.1012 -1.2338
H -1.9579 0.7094 0.1795
H -0.9644 1.5710 -1.3339
H -0.7372 2.1719 0.3603
H -1.4420 -1.2897 -1.0410
H -1.3766 -1.2429 0.8237
H -0.0976 -2.2234 -0.1536
H 1.0779 -0.0165 1.9674
*
```

energy	-9841.4186	eV
HOMO level	-9.4	eV
strongest force on any atom	2.93	eV/A
energy above the lowest of the compared OMol25 structures with the same formula, charge and spin	135.16	kcal/mol
SMILES	CC1(C)C=[N+]([O-])O1
lowest unoccupied orbital energy	0.66	eV



Entry 5:
A single C2H4N2S2 molecule, computed with ωB97M-V/def2-TZVPD.

Geometry as ORCA input:
```
! wB97M-V def2-TZVPD RIJCOSX def2/J DEFGRID3
* xyz 0 1
H -0.1970 -1.4154 1.3590
N -0.9584 -0.8998 0.8352
C -0.4821 0.0378 0.1305
N -1.1392 0.7551 -0.7368
C 1.0007 0.3229 0.1434
S 1.6037 1.8192 0.3042
S 2.0623 -1.0522 -0.2467
H -2.1669 0.7293 -0.6151
H -0.8055 1.6706 -0.9706
H 1.0825 -1.9676 -0.2032
*
```

energy	-26788.8578	eV
HOMO level	-9.1	eV
strongest force on any atom	4.08	eV/A
energy above the lowest of the compared OMol25 structures with the same formula, charge and spin	26.68	kcal/mol
SMILES	[H]/N=C(/N)C(=S)S
lowest unoccupied orbital energy	-0.72	eV